No. 1
Entry from the Open Molecules 2025 dataset: one molecule with the formula C2ClNS at a distorted geometry (wB97M-V/def2-TZVPD).

Last column: Löwdin charge in e.
Atoms and positions in Å:
C: 0.29 -0.46 -0.07  -1.195
Cl: 1.89 -0.28 0.69  0.579
N: -1.32 1.73 -0.01  0.146
C: -0.60 0.84 0.11  -0.279
S: -0.25 -1.83 -0.72  0.748

Summary:
- Structure (SMILES): N#CC(=S)Cl

No. 2
Entry from the Open Molecules 2025 dataset: C9H10BN6RuTe4 as an isolated structure at a distorted geometry (wB97M-V/def2-TZVPD).

Last column: Löwdin charge in e.
Atoms and positions in Å:
C: -3.10 1.98 -0.74  -0.050
C: -0.06 -1.20 2.91  -0.068
C: 0.57 -2.71 -2.25  -0.046
C: -3.06 0.72 -0.17  -0.068
H: -1.16 -3.39 -0.99  0.124
Ru: 1.10 0.99 -0.45  0.394
H: -1.32 3.24 -1.27  0.091
Te: 3.66 0.73 -0.55  0.184
N: 0.86 0.20 1.49  -0.097
H: -3.96 2.55 -1.03  0.095
C: -0.41 -2.67 -1.27  -0.067
H: 2.49 0.80 2.65  0.090
H: -0.79 -1.92 3.25  0.122
N: -1.78 0.39 0.03  -0.028
C: 1.23 -1.49 -2.13  -0.175
B: -1.15 -0.92 0.55  -0.500
Te: 1.53 2.09 -2.74  0.079
N: -0.16 -0.65 1.69  -0.027
Te: 2.36 4.40 -2.03  0.000
C: 1.06 -0.69 3.53  -0.051
C: -1.75 2.34 -0.87  -0.146
H: 1.43 -0.91 4.51  0.095
N: -0.32 -1.50 -0.62  -0.001
C: 1.61 0.18 2.59  -0.147
H: -3.85 0.04 0.10  0.122
Te: 4.43 3.07 0.09  0.047
N: 0.69 -0.77 -1.15  -0.171
H: -2.02 -1.67 0.92  0.122
N: -0.97 1.38 -0.40  -0.092
H: 0.78 -3.51 -2.94  0.097
H: 2.06 -1.10 -2.69  0.076

Summary:
- ⟨S²⟩: 0.888
- 2S+1: 2

Which relative energy (zero: lowest compared OMol25 entry of this formula, charge and spin) belongs to each record? In order, 12.2, 93.0 kJ/mol.